1.
# C32H25IN2O3OsS

C32H25IN2O3OsS as an isolated structure (ωB97M-V/def2-TZVPD, OMol25).

XYZ file:
```
65
Properties=species:S:1:pos:R:3:nbo_charge:R:1
Os 0.85748 0.56485 0.70689 0.9135
C 4.83616 0.19570 1.15002 -0.6076
C 3.36151 0.31754 1.49101 0.1616
O 2.73571 1.29085 0.67706 -0.6762
C 3.15729 0.58697 2.96938 -0.1866
C 2.00188 1.01290 3.50065 0.1783
C 1.82406 1.38602 4.93882 -0.6477
N 0.93874 1.22651 2.60814 -0.2169
N 0.15344 2.24977 2.96039 -0.3760
C -0.43567 2.76122 1.87485 0.5531
O -0.18484 2.33461 0.70044 -0.6097
C -1.37254 3.89153 2.03958 -0.0635
C -1.96864 4.44834 0.91178 -0.1785
C -2.85781 5.50195 1.04856 -0.2187
C -3.15533 6.00149 2.30927 -0.1914
C -2.56120 5.44628 3.43556 -0.2219
C -1.67127 4.39363 3.30345 -0.1778
H 4.95088 -0.01026 0.08747 0.2260
H 5.30350 -0.60583 1.72515 0.2123
H 5.32895 1.13897 1.38310 0.2266
H 4.01483 0.47151 3.62089 0.2164
H 2.68497 1.05361 5.51557 0.2194
H 0.92215 0.92558 5.34380 0.2269
H 1.71181 2.46388 5.04687 0.2405
H -1.72571 4.04760 -0.06286 0.2348
H -3.31914 5.93469 0.17061 0.2159
H -3.85000 6.82484 2.41468 0.2141
H -2.79212 5.83625 4.41820 0.2150
H -1.19879 3.95326 4.17046 0.2314
I -1.63757 -0.49119 0.46539 0.4017
C -1.55518 -0.36588 -1.61821 -0.1023
C -2.67505 -0.66892 -2.33052 -0.2696
C -2.59451 -0.67800 -3.74068 -0.2206
C -1.40601 -0.40857 -4.34977 -0.1989
C -0.24419 -0.08587 -3.60190 0.0264
C 0.98088 0.18786 -4.25292 -0.2308
C 2.07603 0.52150 -3.51286 -0.2001
C 2.00240 0.59751 -2.10622 -0.2755
C 0.85108 0.32826 -1.39613 -0.1903
C -0.29772 -0.03115 -2.18083 -0.1716
H -3.60618 -0.90908 -1.83549 0.2243
H -3.47603 -0.91088 -4.32364 0.2214
H -1.32940 -0.42956 -5.43056 0.2145
H 1.02391 0.13947 -5.33441 0.2081
H 3.01565 0.74237 -4.00564 0.2117
H 2.88686 0.90240 -1.56011 0.2308
C -3.02769 -4.09854 -2.07137 -0.7341
C -2.73065 -5.52957 -2.42458 0.4411
O -3.48760 -6.24454 -3.02143 -0.5404
S -1.14526 -6.23295 -1.94926 0.2338
C -0.30349 -4.87326 -1.17901 -0.2147
C -0.37726 -4.70646 0.20044 -0.2145
C 0.28351 -3.65068 0.80613 -0.1661
C 1.03384 -2.76253 0.03941 -0.1152
C 1.11617 -2.93516 -1.34147 -0.1877
C 0.45523 -3.99208 -1.94325 -0.1473
C 1.73094 -1.66554 0.67405 -0.0144
C 2.54729 -0.88055 1.13447 0.0147
H -4.07022 -3.90261 -2.31123 0.2407
H -2.39137 -3.43549 -2.65972 0.2524
H -2.82493 -3.88988 -1.02139 0.2387
H -0.95909 -5.40027 0.79278 0.2297
H 0.22174 -3.50932 1.87728 0.2252
H 1.69736 -2.23998 -1.93333 0.2425
H 0.52615 -4.13513 -3.01380 0.2230
```

## Properties
- 2S+1 = 1
- energy above the lowest of the compared OMol25 structures with the same formula, charge and spin (kJ/mol) = 0.0
- Kohn-Sham gap (spin up / spin down) (eV) = 6.31 / 6.44
- M (g mol⁻¹) = 834.76
- lowest unoccupied orbital energy (spin up / spin down) (eV) = -1.3855 / -1.1487
- calculated total energy (Eh) = -2356.1084
- highest occupied orbital energy (spin up / spin down) (eV) = -7.7 / -7.6

---

2.
# C32H26BF4MnN5O2S

C32H26BF4MnN5O2S as an isolated structure (ωB97M-V/def2-TZVPD, OMol25).

XYZ file:
```
72
Properties=species:S:1:pos:R:3:mulliken_spin:R:1
Mn -0.90757 0.09159 -0.17207 2.0976
C 0.76718 2.15132 -2.44958 -0.0049
C 0.35093 0.79985 -2.94752 0.0048
C 0.37794 0.55798 -4.31378 -0.0011
C 0.04129 -0.68794 -4.79839 0.0031
C -0.26760 -1.68915 -3.89542 -0.0018
C -0.27138 -1.40155 -2.54383 0.0047
N -0.01099 -0.15757 -2.07526 -0.0579
C -0.57977 -2.43299 -1.53461 0.0193
C -0.34059 -3.71970 -1.76341 0.0001
C -0.60985 -4.85988 -0.89010 0.0041
C -1.07532 -4.83319 0.33866 -0.0056
C -1.36369 -2.43993 0.77328 0.0453
N -1.08757 -1.84697 -0.33624 -0.0502
C -1.84867 -1.58168 1.87833 -0.0344
C -2.16482 -2.09139 3.11198 0.0026
C -2.72602 -1.22656 4.04851 0.0024
C -3.03494 0.05383 3.65849 0.0034
C -2.72705 0.50014 2.36621 0.0050
C -3.26793 1.81418 1.90146 0.0004
N -2.03883 -0.28654 1.53254 -0.0528
H 1.58181 2.53244 -3.06278 0.0003
H 1.10116 2.11246 -1.41831 0.0074
H -0.06012 2.85950 -2.53267 0.0003
H 0.65783 1.36240 -4.98119 -0.0003
H 0.01750 -0.88300 -5.86308 0.0000
H -0.54099 -2.67564 -4.24010 -0.0002
H 0.10102 -3.96895 -2.71760 -0.0002
H -0.42490 -5.84369 -1.29870 0.0002
H -1.26642 -5.71827 0.92306 0.0001
H -1.99201 -3.13422 3.33182 0.0001
H -2.96428 -1.57644 5.04430 0.0000
H -3.54733 0.73094 4.32997 0.0002
H -4.35473 1.78301 1.99610 -0.0002
H -3.05011 1.98523 0.85929 0.0033
H -2.91230 2.64232 2.51805 0.0005
O 1.95298 -1.66391 2.82035 0.0063
S 1.46977 -1.62513 1.43802 0.0010
O -1.39532 -3.70717 1.11343 0.0092
N 0.78042 -0.09689 0.99317 0.3258
C 1.16986 1.03392 1.60901 0.1529
C 2.25244 1.20431 2.51905 0.1601
C 2.53829 2.45339 3.04705 -0.0111
C 1.80330 3.57048 2.70172 0.2802
C 0.74274 3.47223 1.75880 -0.0307
C 0.00744 4.58307 1.30616 0.0153
C -0.94483 4.40057 0.33673 -0.0087
C -1.17923 3.11621 -0.15044 0.0130
N -0.52758 2.05145 0.29260 -0.0499
C 0.42881 2.21737 1.22378 0.0456
C 2.90467 -1.58687 0.35298 0.0167
C 3.10302 -0.64091 -0.64588 0.0039
C 4.23403 -0.74428 -1.44481 0.0001
C 5.13754 -1.77963 -1.24553 0.0029
C 4.92256 -2.71711 -0.24228 0.0019
C 3.79613 -2.63267 0.56091 0.0055
H 2.85244 0.36336 2.81662 -0.0005
H 3.36032 2.54572 3.74469 0.0064
H 2.04222 4.53991 3.12211 -0.0023
H 0.21299 5.56555 1.71426 0.0009
H -1.51535 5.23003 -0.05968 0.0010
H -1.92280 2.94323 -0.91594 -0.0039
H 2.40636 0.16998 -0.79265 0.0104
H 4.41031 -0.00807 -2.21989 0.0001
H 6.01985 -1.85025 -1.86781 0.0001
H 5.63278 -3.51838 -0.08274 0.0000
H 3.62814 -3.35395 1.35274 -0.0001
F -4.67590 0.92208 -3.21201 0.0000
B -4.38500 1.71228 -2.20451 -0.0012
F -3.55846 2.74358 -2.38327 0.0002
F -4.95596 1.55384 -1.02082 -0.0002
F -2.30989 0.61070 -1.11334 0.0533
```

## Properties
- 2S+1 = 4
- <S²> = 3.80
- Kohn-Sham gap (spin up / spin down) (eV) = 7.03 / 5.48
- M (g mol⁻¹) = 686.40
- lowest unoccupied orbital energy (spin up / spin down) (eV) = -6.7335 / -8.3426
- calculated total energy (Eh) = -3632.4959
- total charge = +2
- highest occupied orbital energy (spin up / spin down) (eV) = -13.8 / -13.8

---

3.
# C32H26BrCrIN7O4STe

C32H26BrCrIN7O4STe as an isolated structure (ωB97M-V/def2-TZVPD, OMol25).

XYZ file:
```
74
Properties=species:S:1:pos:R:3:mulliken_spin:R:1
Cr 0.05435 -0.99592 0.15868 1.2669
C -4.99727 0.76779 -1.84660 0.0008
C -4.87130 -0.53162 -2.32134 -0.0004
C -3.68536 -1.22667 -2.15709 0.0022
C -2.61853 -0.60933 -1.51346 -0.0127
C -2.74210 0.68182 -1.02722 0.0243
C -3.93067 1.37298 -1.20094 -0.0004
N -1.38335 -1.31405 -1.29356 -0.0006
N -1.20508 -2.27071 -2.08076 -0.0290
C -0.08099 -3.04140 -1.76725 -0.0189
C 0.21776 -4.11165 -2.60634 -0.0046
C 1.29425 -4.91849 -2.29272 0.0045
C 2.04198 -4.64619 -1.14963 -0.0052
C 1.73135 -3.56988 -0.32857 -0.0184
C 0.65051 -2.73869 -0.61332 -0.0439
H -5.92754 1.30491 -1.97740 0.0001
H -5.70588 -1.01158 -2.81538 0.0000
H -3.57914 -2.24104 -2.51169 0.0004
H -1.91384 1.14729 -0.51840 -0.0342
H -4.01972 2.38581 -0.83045 0.0001
H -0.39444 -4.28987 -3.48097 -0.0002
H 1.55489 -5.75482 -2.92724 0.0002
H 2.88334 -5.28144 -0.90034 -0.0003
H 2.34711 -3.39362 0.54540 0.0018
C 1.97542 -2.20069 3.38453 -0.0015
C 2.52577 -1.36825 2.28927 0.0092
N 1.87503 -0.91826 1.23123 -0.0404
C 2.79113 -0.24591 0.45452 0.0222
C 4.00649 -0.25876 1.06748 -0.0058
N 3.81470 -0.97273 2.22075 0.0027
C 5.35381 0.28219 0.75377 0.0001
O 5.46575 0.99418 -0.34509 -0.0001
O 6.26638 0.06225 1.51454 -0.0001
C 2.36137 0.25984 -0.87402 -0.0016
O 3.12065 0.95597 -1.54867 0.0002
O 1.17979 -0.10410 -1.20986 -0.0282
H 0.97967 -2.53449 3.11236 -0.0008
H 1.91003 -1.64092 4.31951 0.0008
H 2.60580 -3.07529 3.55110 0.0004
H 4.55890 -1.16313 2.87543 -0.0001
H 4.59182 1.06420 -0.83979 0.0000
Br -3.46462 2.16028 -4.92705 0.0000
C -1.97485 3.27813 -4.61402 -0.0001
C -2.17824 4.65235 -4.65178 0.0000
C -1.12094 5.51725 -4.42877 0.0000
C 0.14421 5.01072 -4.16620 0.0000
C 0.34669 3.64146 -4.12754 0.0000
C -0.71080 2.76270 -4.35393 0.0000
I -0.30949 0.72887 -4.23640 -0.0003
H -3.16862 5.03368 -4.85790 0.0000
H -1.28842 6.58555 -4.46237 0.0000
H 0.97727 5.67879 -3.99215 0.0000
H 1.32884 3.23919 -3.91667 0.0000
Te -1.82619 -1.99100 1.67605 -0.0829
C -1.45596 -2.13507 3.74938 0.0032
C -1.25923 -3.31673 4.40893 -0.0065
C -1.11272 -3.17279 5.81829 0.0005
C -1.21832 -1.88067 6.22513 -0.0022
S -1.51542 -0.84864 4.89000 -0.0008
H -1.21206 -4.26614 3.89409 0.0001
H -0.94293 -3.99825 6.49472 0.0000
H -1.15742 -1.48872 7.22749 -0.0002
N 0.25345 2.79656 4.11194 -0.0003
C 0.19834 2.62493 2.76136 -0.0033
C -0.04381 1.35141 2.21324 0.0075
N -0.05869 1.15647 0.91268 -0.0114
C 0.16904 2.21627 0.11575 0.0067
C 0.39305 3.45914 0.66839 -0.0003
N 0.40977 3.67714 1.98199 0.0024
H -0.11205 2.08050 4.71369 0.0001
H 0.27156 3.74139 4.45379 0.0000
H -0.21603 0.49358 2.84231 -0.0026
H 0.18189 2.04779 -0.95240 0.0011
H 0.56984 4.31415 0.02749 -0.0001
```

## Properties
- 2S+1 = 2
- energy above the lowest of the compared OMol25 structures with the same formula, charge and spin (kJ/mol) = 33.6
- <S²> = 0.77
- Kohn-Sham gap (spin up / spin down) (eV) = 6.66 / 7.03
- M (g mol⁻¹) = 991.08
- lowest unoccupied orbital energy (spin up / spin down) (eV) = -1.0916 / -0.7843
- calculated total energy (Eh) = -6501.7211
- highest occupied orbital energy (spin up / spin down) (eV) = -7.8 / -7.8